The following is a quantum chemistry calculation of a structure of composition C14H26Cl2N7O5S5Sr in a non-equilibrium geometry, from OMol25.

## Properties
net charge: +1
DFT total energy: -115660.0771 eV
Kohn-Sham gap: 6.161 eV
molar mass: 691.27 g/mol
F_max: 1.6 eV/Å

Last column: natural (NBO) charge in e.
Atoms and positions in Å:
Sr: -0.403 -0.290 -0.953  1.748
Cl: -1.337 0.610 -3.936  -0.017
Cl: 1.164 -1.003 -3.480  -0.025
S: 1.032 4.507 1.332  0.464
S: 1.278 2.554 -2.509  0.236
S: -0.770 2.402 0.340  -0.542
S: 2.719 4.685 -0.968  0.460
S: 3.346 6.353 1.426  -0.034
O: 0.256 -2.445 0.032  -0.725
O: 1.722 0.068 -0.106  -0.765
O: -0.160 -0.516 1.771  -0.548
O: -2.958 -3.033 -0.598  -0.398
O: -1.624 -2.133 -2.031  -0.450
N: -5.025 -1.468 -0.074  -0.775
N: -2.927 -0.752 -0.958  -0.542
N: -3.788 1.739 -1.075  -0.643
N: -4.522 0.751 -0.416  -0.411
N: 0.056 -4.167 1.471  -0.390
N: 3.092 1.138 1.332  -0.392
N: -2.536 -2.075 -1.204  0.616
C: 1.028 0.162 2.192  -0.162
C: 0.307 -5.153 0.425  -0.420
C: 3.354 1.652 2.676  -0.424
C: 4.053 1.486 0.287  -0.420
C: 1.429 3.509 -1.048  -0.500
C: 0.613 3.431 0.030  -0.330
C: -0.002 -0.330 -4.667  -0.373
C: 0.028 -2.868 1.166  0.667
C: -0.320 -1.840 2.252  -0.159
C: 1.986 0.467 1.035  0.695
C: 0.251 3.671 -3.482  -0.740
C: -0.326 -4.701 2.769  -0.411
C: -4.157 -0.543 -0.478  0.623
C: 2.405 5.282 0.621  -0.592
H: 0.687 4.667 -3.517  0.233
H: 1.107 -5.820 0.744  0.211
H: -0.435 -1.165 -5.202  0.239
H: -5.373 0.987 0.074  0.387
H: -1.371 -1.960 2.528  0.218
H: 4.375 2.025 2.696  0.234
H: 0.550 0.335 -5.319  0.237
H: -4.718 -2.418 0.048  0.444
H: 0.591 -4.640 -0.487  0.249
H: -5.972 -1.210 0.146  0.413
H: 3.275 0.869 3.428  0.204
H: -0.324 -3.931 3.533  0.210
H: 0.385 -5.472 3.064  0.221
H: 0.272 -1.998 3.155  0.204
H: -1.321 -5.149 2.718  0.209
H: -0.755 3.724 -3.066  0.223
H: 2.685 2.479 2.919  0.224
H: 0.196 3.288 -4.500  0.225
H: -0.598 -5.737 0.251  0.209
H: -4.414 2.296 -1.640  0.372
H: 1.545 -0.441 2.942  0.198
H: 5.004 0.994 0.494  0.210
H: 3.668 1.159 -0.673  0.242
H: 0.722 1.105 2.646  0.244
H: -3.235 2.298 -0.430  0.400
H: 4.192 2.566 0.275  0.221

Atomic forces in eV per Å
Sr 0.42 1.48 -0.27
Cl 0.32 -0.33 -0.02
Cl -0.29 0.16 -0.27
S -0.21 0.11 0.28
S 0.09 -0.02 0.16
S 0.14 0.22 -0.10
S 0.17 0.17 -0.18
S -0.08 0.04 -0.11
O -0.09 -0.23 -0.05
O 0.78 0.13 0.21
O 0.35 -0.22 -0.06
O -0.33 -0.28 0.13
O -0.60 -0.70 0.02
N -0.11 0.05 0.10
N -0.06 -1.27 -0.10
N -0.06 -0.18 0.02
N -0.07 -0.19 0.03
N -0.02 0.06 0.14
N -0.03 0.09 0.17
N -0.08 1.01 -0.36
C -0.12 0.08 0.02
C -0.07 0.03 0.08
C 0.09 0.02 -0.12
C -0.13 -0.02 0.08
C -0.25 -0.14 0.17
C -0.29 -0.46 -0.14
C -0.01 0.04 0.10
C 0.08 0.17 0.04
C -0.04 0.05 0.04
C -0.15 -0.26 0.08
C -0.24 0.15 -0.20
C 0.04 -0.02 -0.07
C 0.20 0.37 -0.02
C 0.33 -0.14 0.14
H 0.07 -0.04 0.06
H 0.01 0.00 -0.01
H -0.01 0.01 0.01
H 0.04 0.04 0.04
H 0.01 -0.01 0.00
H -0.02 0.01 0.02
H 0.02 -0.02 0.01
H 0.02 -0.01 -0.03
H 0.00 -0.02 -0.02
H -0.02 -0.03 -0.02
H -0.04 -0.01 0.02
H -0.02 -0.01 0.02
H 0.00 0.00 0.00
H 0.02 0.00 -0.02
H 0.00 0.00 0.01
H 0.03 -0.02 0.03
H -0.01 0.00 0.02
H 0.02 -0.06 0.02
H 0.02 -0.02 -0.04
H 0.06 0.10 0.02
H 0.04 0.05 0.02
H 0.03 0.01 -0.04
H 0.03 0.01 -0.01
H -0.01 -0.01 0.00
H -0.04 0.04 -0.05
H 0.04 0.00 -0.02